--- one ---
{"formula": "C5H7ClOS", "method": "wB97M-V/def2-TZVPD", "lumo_energy_ev": -1.19, "elements": ["C", "C", "C", "C", "C", "H", "H", "H", "H", "H", "H", "H", "O", "S", "Cl"], "positions_angstrom": [[-1.519, 0.908, 0.121], [-1.670, -0.555, -0.133], [-0.353, -1.236, -0.486], [0.847, -0.889, 0.058], [1.453, 0.426, 0.478], [-1.335, 0.967, 1.307], [-0.877, 1.185, -0.695], [-2.398, 1.512, -0.158], [-0.432, -2.235, -0.766], [0.867, 0.878, 1.212], [2.488, 0.156, 0.782], [2.576, 1.435, -0.884], [1.133, 1.059, -0.721], [-2.933, -1.546, -0.065], [2.151, -2.065, -0.051]], "lowdin_charge": [-0.1130, -0.8369, -0.1748, -0.5916, -0.3859, 0.1566, 0.0622, 0.0821, 0.0525, 0.0766, 0.0878, 0.3444, -0.1665, 0.7359, 0.6705]}

=====

--- two ---
{"formula": "C5H7ClOS", "method": "wB97M-V/def2-TZVPD", "lumo_energy_ev": -0.29, "elements": ["C", "C", "C", "C", "C", "H", "H", "H", "H", "H", "H", "H", "O", "S", "Cl"], "positions_angstrom": [[1.490, 0.190, -1.021], [0.811, 1.078, -0.023], [-0.025, 0.424, 1.066], [-0.851, -0.804, 0.656], [-1.816, -0.534, -0.478], [2.186, 0.775, -1.600], [0.722, -0.298, -1.633], [0.688, 0.106, 1.848], [-0.660, 1.168, 1.474], [-0.244, -1.631, 0.383], [-1.418, -1.153, 1.493], [-2.599, -1.302, -0.606], [-1.743, 0.407, -1.232], [1.001, 2.679, -0.096], [2.459, -1.106, -0.231]], "lowdin_charge": [-0.5844, -0.8522, -0.2345, -0.1589, -0.2391, 0.0523, 0.0801, 0.1226, 0.0893, 0.0844, 0.1098, 0.1224, 0.0590, 0.7776, 0.5717]}

=====

It is two that is most stable; the runner-up trails by 0.1911 hartree.